1.
Here is a 2-piece molecular cluster, C8H13NP overall from the OMol25 dataset. Energies are from wB97M-V/def2-TZVPD.

Atoms and positions in Å:
C -1.043 -0.839 3.020
C -1.145 -1.504 1.698
C -0.425 0.403 3.011
C -0.744 -0.830 0.577
C -0.101 1.083 1.884
C -0.288 0.527 0.635
C 3.422 0.223 -0.905
C -0.068 0.213 -2.217
N -1.542 0.306 -2.537
P 0.191 1.483 -0.794
H -1.275 -1.392 3.961
H -1.485 -2.602 1.754
H -0.330 0.817 4.022
H -0.798 -1.390 -0.373
H 0.190 2.136 1.899
H 3.374 -0.284 -1.826
H 3.192 -0.320 0.008
H 3.735 1.245 -0.854
H 0.557 0.502 -3.128
H 0.269 -0.812 -1.881
H -2.209 -0.520 -2.403
H -1.552 0.442 -3.615
H -1.925 1.113 -1.938

- 2S+1: 1
- Energy: -19274.907 eV
- Largest force on an atom: 0.068 Eh/bohr
- Highest occupied orbital energy (alpha / beta): -11.744 / -11.485 eV
- Charge: +1
- Energy relative to the best compared isomer or geometry (same formula, charge and spin): 271.6 kJ/mol

***

2.
Here is a 2-piece molecular cluster, C10H12N overall from the OMol25 dataset. Energies are from wB97M-V/def2-TZVPD.

Atoms and positions in Å:
C -3.214 -0.739 0.800
C -3.318 -1.659 -0.257
C -2.381 0.359 0.688
C -2.426 -1.470 -1.312
C -1.564 0.561 -0.412
C 3.050 -1.311 -0.414
C 3.136 -0.096 0.227
C 1.898 -0.652 0.015
C -0.728 1.747 -0.419
C 4.020 0.871 0.721
N -1.567 -0.432 -1.384
H -3.770 -0.894 1.778
H -3.941 -2.401 0.007
H -2.526 1.053 1.549
H -2.235 -2.092 -2.158
H 3.510 -2.164 -0.781
H 0.845 -0.416 -0.011
H 0.100 1.596 -1.004
H -1.345 2.557 -0.726
H -0.582 2.077 0.663
H 4.524 0.610 1.626
H 3.739 1.850 0.831
H 4.774 1.043 -0.026

- 2S+1: 1
- Energy: -12043.639 eV
- Largest force on an atom: 0.080 Eh/bohr
- Highest occupied orbital energy: -12.113 eV
- Charge: +1
- Energy relative to the best compared isomer or geometry (same formula, charge and spin): 425.5 kJ/mol

***

3.
Here is C15H25Cl2N2NaO4PS as an isolated structure from the OMol25 dataset. Energies are from wB97M-V/def2-TZVPD.

Atoms and positions in Å:
C -3.446 1.801 -1.015
C -2.325 1.364 -0.013
O -2.366 2.188 1.138
C -2.571 -0.079 0.426
C -1.369 -0.870 1.012
C -1.968 -2.090 1.595
N -2.428 -3.042 2.045
P -0.756 0.093 2.535
C 0.386 -1.074 3.407
O 0.309 1.190 1.853
C -0.331 -1.367 -0.071
C 0.452 -2.489 0.521
N 1.061 -3.345 0.985
C -1.056 -2.033 -1.278
C -1.566 -1.034 -2.379
C -0.743 -1.023 -3.714
Cl -0.327 0.657 -4.141
C 0.674 -0.293 -0.554
C 2.071 -0.350 0.102
C 2.817 0.958 -0.239
C 4.048 1.135 0.679
S 4.055 2.838 1.224
O 2.831 3.085 1.932
O 4.359 3.652 0.091
Cl 5.544 2.948 2.596
H -4.237 1.056 -1.102
H -3.878 2.735 -0.665
H -3.017 2.004 -1.999
H -1.380 1.501 -0.539
H -1.711 2.888 1.051
H -3.319 -0.027 1.222
H -3.049 -0.638 -0.378
H 1.236 -1.422 2.825
H -0.234 -1.921 3.706
H 0.679 -0.558 4.319
H 0.902 1.493 2.554
H -0.281 -2.683 -1.735
H -1.868 -2.686 -0.921
H -1.639 -0.018 -2.012
H -2.610 -1.314 -2.629
H -1.382 -1.370 -4.529
H 0.175 -1.603 -3.648
H 0.857 -0.358 -1.629
H 0.305 0.711 -0.371
H 1.996 -0.427 1.181
H 2.655 -1.168 -0.318
H 2.152 1.816 -0.193
H 3.199 0.879 -1.258
H 4.018 0.460 1.533
H 4.980 0.958 0.145
Na -1.972 -3.466 -3.217

- 2S+1: 1
- Energy: -76708.764 eV
- Largest force on an atom: 0.026 Eh/bohr
- Highest occupied orbital energy: -11.154 eV
- Charge: +1

***

4.
Here is C18H25N6NiO5S as an isolated structure from the OMol25 dataset. Energies are from wB97M-V/def2-TZVPD.

Atoms and positions in Å:
Ni 0.200 0.292 -0.187
C -4.981 0.709 -0.319
N -3.704 0.880 -1.011
C -3.658 1.515 -2.334
C -2.570 0.432 -0.507
O -1.498 0.539 -1.135
C -2.575 -0.280 0.837
O -1.258 -0.370 1.363
C -1.011 0.354 2.561
C -0.504 1.747 2.188
O -0.316 1.957 0.982
N -0.275 2.656 3.124
C 0.283 3.958 2.763
C -0.428 2.404 4.550
H -5.779 0.963 -1.009
H -5.056 1.370 0.545
H -5.131 -0.324 -0.006
H -4.670 1.780 -2.621
H -3.236 0.829 -3.066
H -3.040 2.410 -2.299
H -2.934 -1.300 0.665
H -3.255 0.193 1.546
H -0.244 -0.191 3.115
H -1.909 0.394 3.178
H 0.465 3.993 1.694
H 1.224 4.102 3.295
H -0.415 4.744 3.051
H -0.958 1.476 4.741
H -0.992 3.220 5.001
H 0.553 2.349 5.024
N 5.458 0.854 5.792
C 4.973 0.911 4.508
C 3.683 1.399 4.253
C 3.197 1.436 2.963
C 3.975 0.981 1.905
C 5.251 0.492 2.146
C 5.745 0.457 3.436
S 3.364 1.055 0.270
O 4.378 0.531 -0.593
O 2.797 2.360 0.052
N 2.058 0.075 0.227
C 2.087 -1.295 0.293
N 0.896 -1.775 -0.156
C 0.700 -3.086 -0.058
C 1.681 -3.925 0.430
C 2.869 -3.325 0.834
N 3.083 -2.014 0.790
H 5.000 1.381 6.513
H 6.439 0.687 5.928
H 3.082 1.761 5.079
H 2.214 1.843 2.761
H 5.845 0.133 1.318
H 6.742 0.076 3.619
H -0.255 -3.465 -0.404
H 1.535 -4.992 0.485
H 3.681 -3.926 1.227

- ⟨S²⟩: 2.004
- 2S+1: 3
- Energy: -90123.484 eV
- Largest force on an atom: 0.010 Eh/bohr
- Highest occupied orbital energy (alpha / beta): -10.212 / -10.206 eV
- Charge: +1
- Energy relative to the best compared isomer or geometry (same formula, charge and spin): 25.6 kJ/mol

***

> What is the largest force on an atom in the third record?

0.026 Eh/bohr

***

> Which of these has the highest energy?

C10H12N